Computed, not measured: a molecular structure, C6H7LiO7, with ωB97M-V with the def2-TZVPD basis set.

```
21
Properties=species:S:1:pos:R:3
Li 1.34 0.51 2.48
C -0.39 -0.87 -1.69
C 0.39 0.31 -1.70
C -0.12 1.56 -2.53
O 0.22 2.69 -2.23
C -1.01 1.29 -3.62
C -1.60 0.07 -3.69
C -1.36 -0.99 -2.61
O -2.30 -1.91 -2.38
O -2.39 -0.09 -4.74
O 1.34 0.52 -0.88
H -0.25 -1.62 -0.92
H -1.03 1.89 -4.52
O 1.43 3.14 3.26
H 1.33 2.74 4.15
O -1.15 -0.67 3.40
H -1.22 -1.53 3.80
H -2.05 -0.36 3.34
O 2.94 -1.83 3.72
H 3.47 -2.37 3.14
H 2.41 -2.46 4.22
```

The charge is -2. As for the HOMO energy: 0.00455 Eh. For the maximum force, the calculation gives 0.1276 Eh/bohr. The value obtained for the HOMO-LUMO gap is 0.110 Eh.

The molecule's natural (NBO) atomic charges, reported in e, are given here: Li 0.94; C -0.52; C 0.42; C 0.44; O -0.65; C -0.53; C 0.37; C 0.39; O -0.75; O -0.77; O -0.75; H 0.18; H 0.19; O -1.33; H 0.37; O -0.95; H 0.46; H 0.49; O -0.94; H 0.48; H 0.47

Computed, not measured: a single C18H15N5O molecule, with ωB97M-V with the def2-TZVPD basis set.

```
39
Properties=species:S:1:pos:R:3
O -4.11 1.96 2.33
N -4.83 -4.35 1.16
N -1.64 -0.92 1.45
C -3.38 1.07 2.11
C -4.72 -3.15 1.67
C -1.38 0.34 1.15
C -3.85 -0.28 2.19
C -2.92 -1.23 1.91
C -3.35 -2.68 1.74
C -2.59 -3.70 1.29
C 3.19 0.27 -3.97
C 4.29 2.23 0.40
C 1.85 0.23 -3.60
C 2.99 2.13 0.71
C 4.18 0.90 -3.04
C 4.74 1.77 -0.85
C 1.43 0.59 -2.35
C 2.00 1.54 -0.11
C 3.74 1.27 -1.75
C 2.32 1.13 -1.40
N -3.50 -4.69 0.96
N -2.21 1.34 1.44
N -0.12 0.46 0.68
C 0.58 1.69 0.32
H -5.62 -2.55 1.88
H -4.90 -0.51 2.48
H -1.51 -3.65 1.01
H 3.54 -0.18 -4.82
H 4.96 2.65 1.11
H 1.09 -0.19 -4.27
H 2.71 2.43 1.73
H 5.26 0.95 -3.31
H 5.76 1.91 -1.17
H 0.36 0.49 -2.13
H -3.22 -5.56 0.43
H -2.28 2.14 0.83
H 0.35 -0.37 1.00
H 0.05 2.23 -0.42
H 0.71 2.27 1.22
```

The charge is 0. As for the HOMO energy: -0.30010 Eh. For the maximum force, the calculation gives 0.1096 Eh/bohr. For the energy above the lowest of the compared OMol25 structures with the same formula, charge and spin, the calculation gives 1.971 eV. The value obtained for the HOMO-LUMO gap is 0.290 Eh.

The molecule's natural (NBO) atomic charges, reported in e, are given here: O -0.59; N -0.24; N -0.59; C 0.62; C -0.02; C 0.62; C -0.40; C 0.25; C -0.20; C -0.02; C -0.20; C -0.23; C -0.21; C -0.19; C -0.19; C -0.18; C -0.19; C -0.01; C 0.02; C -0.08; N -0.37; N -0.61; N -0.59; C -0.25; H 0.21; H 0.24; H 0.25; H 0.21; H 0.22; H 0.22; H 0.21; H 0.22; H 0.22; H 0.22; H 0.41; H 0.42; H 0.43; H 0.20; H 0.20

- HOMO-LUMO gap of number 1 (C6H7LiO7)?
  0.110 Eh

- Which of these has the lowest HOMO-LUMO gap?
  C6H7LiO7

What did the first record say?
Computed, not measured: a molecular structure, C6H7LiO7, with ωB97M-V with the def2-TZVPD basis set.

```
21
Properties=species:S:1:pos:R:3
Li 1.34 0.51 2.48
C -0.39 -0.87 -1.69
C 0.39 0.31 -1.70
C -0.12 1.56 -2.53
O 0.22 2.69 -2.23
C -1.01 1.29 -3.62
C -1.60 0.07 -3.69
C -1.36 -0.99 -2.61
O -2.30 -1.91 -2.38
O -2.39 -0.09 -4.74
O 1.34 0.52 -0.88
H -0.25 -1.62 -0.92
H -1.03 1.89 -4.52
O 1.43 3.14 3.26
H 1.33 2.74 4.15
O -1.15 -0.67 3.40
H -1.22 -1.53 3.80
H -2.05 -0.36 3.34
O 2.94 -1.83 3.72
H 3.47 -2.37 3.14
H 2.41 -2.46 4.22
```

The charge is -2. As for the HOMO energy: 0.00455 Eh. For the maximum force, the calculation gives 0.1276 Eh/bohr. The value obtained for the HOMO-LUMO gap is 0.110 Eh.

The molecule's natural (NBO) atomic charges, reported in e, are given here: Li 0.94; C -0.52; C 0.42; C 0.44; O -0.65; C -0.53; C 0.37; C 0.39; O -0.75; O -0.77; O -0.75; H 0.18; H 0.19; O -1.33; H 0.37; O -0.95; H 0.46; H 0.49; O -0.94; H 0.48; H 0.47

- Which of these has the lowest HOMO?
  C18H15N5O